Below is an isolated molecule of C15H25NO3 at a distorted geometry, with properties calculated with wB97M-V/def2-TZVPD.

```
! RIJCOSX wB97M-V def2-TZVPD def2/J DEFGRID3
* xyz 0 1
C -0.3559 -1.0405 -4.3035
C -1.2882 -0.2886 -3.1913
O -0.5787 0.7357 -2.6285
C 0.3647 0.6477 -1.8324
C 0.8754 1.8559 -1.5489
C 2.1121 1.8125 -0.6383
C 2.5148 0.7041 -0.0561
C 1.6370 -0.7175 -0.3074
C 0.6837 -0.6673 -1.3193
H 0.2155 -1.4553 -1.5551
O 2.2495 -1.9394 0.3523
C 1.1764 -2.9595 0.5404
C 0.2766 -2.5004 1.9131
C -0.2635 -1.3391 2.0823
N -1.5533 -1.3548 1.0725
H -0.9912 -1.0605 0.0866
C -2.5800 -0.2233 1.3554
C -2.3925 1.0873 0.6929
C -1.3013 1.7424 1.3834
O -1.2114 1.9422 2.6570
C -0.3358 2.5851 3.1591
H -0.0453 3.6529 2.7746
H -0.3007 2.5685 4.3224
H 0.8787 2.2042 2.9294
H -0.4394 1.1341 0.9772
H -1.3395 2.8465 0.9039
H -3.4676 1.6884 0.9110
H -2.2967 0.7833 -0.2665
H -3.3537 -0.7947 0.8954
H -2.6133 -0.2120 2.4716
H -0.7447 -1.3248 3.0785
H 0.2463 -0.4981 1.8517
H 1.2355 -2.6096 2.7977
H -0.2866 -3.3498 2.0399
H 1.7731 -3.6676 0.6272
H 0.5884 -3.0663 -0.0853
H 3.0440 0.3815 0.8158
H 2.8688 2.7472 -0.2713
H 0.8633 2.6797 -1.9912
H -1.9608 0.0221 -3.8883
H -1.5138 -0.8271 -2.4667
H -0.7370 -1.8768 -4.8617
H -0.0989 -0.4000 -5.2699
H 0.4502 -1.3796 -3.9921
*
```

frontier orbital gap	0.3245	Ha
LUMO energy	0.765	eV
DFT total energy	-23576.4224	eV
SMILES	CCOc1cccc(OCCCNCCCOC)c1

The computed Mulliken charges, all in e, follow: number 1, C, carries -1.35; number 2, C, carries -0.47; number 3, O, carries -0.45; number 4, C, carries 0.89; number 5, C, carries -1.29; number 6, C, carries -0.22; number 7, C, carries -0.74; number 8, C, carries 0.14; number 9, C, carries -1.26; number 10, H, carries 1.55; number 11, O, carries -0.49; number 12, C, carries -1.48; number 13, C, carries -0.54; number 14, C, carries -0.43; number 15, N, carries -0.38; number 16, H, carries 0.10; number 17, C, carries -1.09; number 18, C, carries -0.43; number 19, C, carries 0.75; number 20, O, carries -0.26; number 21, C, carries -0.64; number 22, H, carries 0.27; number 23, H, carries 0.27; number 24, H, carries 0.14; number 25, H, carries -0.69; number 26, H, carries 0.22; number 27, H, carries 0.29; number 28, H, carries 0.26; number 29, H, carries 0.45; number 30, H, carries 0.38; number 31, H, carries 0.42; number 32, H, carries 0.33; number 33, H, carries 0.26; number 34, H, carries 0.52; number 35, H, carries 0.83; number 36, H, carries 0.52; number 37, H, carries 0.40; number 38, H, carries 0.13; number 39, H, carries 1.07; number 40, H, carries 0.45; number 41, H, carries 0.36; number 42, H, carries 0.44; number 43, H, carries 0.29; number 44, H, carries 0.50